A molecular structure, C6H17N2 at a distorted geometry, computed with ωB97M-V with the def2-TZVPD basis set.

XYZ file:
```
25
Properties=species:S:1:pos:R:3:lowdin_charge:R:1
C -0.802 1.224 0.041 -0.165
N -0.096 1.323 -1.201 0.223
C 2.745 0.789 -1.569 0.000
C 2.832 0.011 -0.299 -0.095
C -1.416 -0.190 0.253 -0.223
N -0.400 -0.948 1.526 0.174
C -1.307 -1.354 2.530 -0.061
C -1.822 -0.871 -1.122 0.015
H -1.652 1.910 0.016 0.160
H -0.130 1.498 0.866 0.164
H -0.294 2.218 -1.679 0.137
H 3.429 1.637 -1.585 0.117
H 2.776 0.236 -2.510 0.124
H 3.550 -0.828 -0.381 0.135
H 3.146 0.616 0.547 0.096
H 1.882 -0.418 0.028 0.052
H -2.365 -0.201 0.768 0.142
H 1.600 1.216 -1.621 0.146
H -0.418 -0.955 0.340 0.134
H -0.725 -2.055 3.140 0.133
H -1.669 -0.511 3.141 0.148
H -2.238 -1.803 2.174 0.125
H -2.520 -0.266 -1.693 0.120
H -0.905 -0.991 -1.707 0.091
H -2.219 -1.855 -0.879 0.108
```

Properties
**Relative energy (zero: lowest compared OMol25 entry of this formula, charge and spin)**: 214.3 kcal/mol
**Lowest unoccupied orbital energy (alpha / beta)**: -12.6505 / -10.9703 eV
**Total charge**: +2
**Multiplicity**: 2
**HOMO level (alpha / beta)**: -0.7247 / -0.7202 Eh